(1)
The following is a DFT calculation (ωB97M-V/def2-TZVPD) of a structure of composition C20H28CaN4O3PS2 at a distorted geometry.

Last column: Löwdin charge in e.
CARTESIAN COORDINATES (ANGSTROEM)
Ca (-0.8296, 2.4726, -0.0023)  1.38
C (0.9510, 2.4786, 2.5765)  -0.17
C (2.0050, 2.5710, 1.4389)  -0.16
N (1.4311, 2.2477, 0.1061)  -0.20
C (1.9096, 3.0879, -1.0207)  -0.17
C (1.3571, 4.5506, -0.9445)  -0.16
N (0.1053, 4.6596, -0.1466)  -0.14
C (0.2589, 5.2507, 1.2182)  -0.17
C (-0.5474, 4.4968, 2.2888)  -0.18
N (-0.3804, 3.0244, 2.2012)  -0.18
H (0.8138, 1.4310, 2.8158)  0.10
H (1.3487, 2.9763, 3.4659)  0.13
H (2.4378, 3.5672, 1.4001)  0.10
H (2.8163, 1.8841, 1.6798)  0.13
H (1.6512, 1.2714, -0.1066)  0.03
H (2.9971, 3.1183, -1.0563)  0.12
H (1.5539, 2.6241, -1.9406)  0.12
H (2.1185, 5.2067, -0.5304)  0.11
H (1.1714, 4.8852, -1.9593)  0.12
H (-0.5727, 5.2109, -0.6585)  0.12
H (1.3090, 5.2396, 1.4875)  0.10
H (-0.0548, 6.2913, 1.2281)  0.13
H (-0.2474, 4.8728, 3.2693)  0.12
H (-1.6080, 4.7093, 2.1519)  0.12
H (-1.0715, 2.6030, 2.8115)  0.12
C (-4.0847, 1.5700, -1.8641)  0.01
C (-2.8301, 2.1474, -1.2877)  -0.72
O (-2.9045, 2.7864, -0.1748)  -0.20
O (-1.7089, 1.9741, -1.8828)  -0.20
H (-4.7056, 2.3865, -2.2424)  0.10
H (-4.6490, 1.0719, -1.0741)  0.09
H (-3.8598, 0.8795, -2.6721)  0.08
O (-0.3627, -0.1191, 1.2841)  -0.15
N (-1.0113, 0.0587, 0.3015)  -0.54
S (2.1057, -1.3694, -0.0757)  0.32
P (0.5362, -2.4773, -0.3334)  0.30
S (-1.2048, -1.2288, -0.8059)  0.81
C (0.0959, -3.5955, 0.9897)  -0.38
C (-0.7240, -3.2502, 2.0599)  -0.08
C (-0.9011, -4.1473, 3.1038)  -0.06
C (-0.2588, -5.3802, 3.0828)  -0.06
C (0.5535, -5.7281, 2.0120)  -0.06
C (0.7359, -4.8392, 0.9626)  -0.07
C (0.5005, -3.4324, -1.8524)  -0.43
C (1.6212, -3.4850, -2.6770)  -0.09
C (1.5768, -4.2479, -3.8397)  -0.06
C (0.4210, -4.9426, -4.1751)  -0.06
C (-0.6994, -4.8859, -3.3517)  -0.06
C (-0.6625, -4.1340, -2.1904)  -0.11
H (-1.2202, -2.2888, 2.0881)  0.09
H (-1.5355, -3.8805, 3.9394)  0.11
H (-0.3920, -6.0725, 3.9065)  0.11
H (1.0499, -6.6909, 1.9938)  0.11
H (1.3731, -5.1078, 0.1289)  0.11
H (2.5148, -2.9364, -2.4066)  0.08
H (2.4495, -4.2994, -4.4810)  0.11
H (0.3904, -5.5357, -5.0817)  0.11
H (-1.5985, -5.4324, -3.6162)  0.11
H (-1.5350, -4.0980, -1.5421)  0.11

Atoms 1-6, force components in eV/Å:
Ca 0.60 -0.06 0.40
C 0.10 0.39 -0.45
C -0.44 0.00 -0.03
N 1.55 -0.24 0.07
C -0.39 0.24 0.49
C 0.00 -0.44 0.40

HOMO energy   -11.526 eV
Calculated total energy   -82692.3527 eV
ΔE to the lowest compared entry with this formula, charge and spin   39.97 kJ/mol
Net charge   +1

(2)
The following is a DFT calculation (ωB97M-V/def2-TZVPD) of a structure of composition C3H9FN3 at a distorted geometry.

Last column: Löwdin charge in e.
CARTESIAN COORDINATES (ANGSTROEM)
C (-1.8860, -0.6999, 0.2904)  -0.01
C (-0.0330, -1.1127, 0.4520)  -0.14
C (0.8552, 0.1370, 0.3295)  -0.37
N (-2.1584, 0.4608, -0.1162)  0.04
N (2.1917, -0.1266, 0.2458)  0.09
N (0.2428, 1.0999, -0.7867)  0.21
F (0.0867, -2.0159, -0.5830)  0.00
H (-2.6088, -1.5193, 0.3180)  0.11
H (-0.0142, -1.6014, 1.4034)  0.13
H (0.6429, 0.7821, 1.2863)  0.20
H (-3.1679, 0.8116, -0.3125)  0.15
H (2.5218, -0.8353, -0.3904)  0.11
H (2.7015, 0.7905, 0.3939)  0.15
H (0.7903, 1.0570, -1.6504)  0.17
H (0.5632, 1.9276, -0.2807)  0.15
H (-0.7277, 0.8446, -0.5994)  0.01

Atoms 1-6, force components in eV/Å:
C 2.43 0.33 -0.74
C -4.45 0.79 -1.27
C -2.01 -0.24 1.91
N -1.50 0.45 0.28
N 1.16 2.14 0.57
N 4.16 -0.01 1.75

HOMO energy   -14.342 eV
Calculated total energy   -10435.6740 eV
ΔE to the lowest compared entry with this formula, charge and spin   206.31 kJ/mol
Net charge   +1

(3)
The following is a DFT calculation (ωB97M-V/def2-TZVPD) of a cluster of 2 separate species, CH4Se in total at a distorted geometry.

Last column: Löwdin charge in e.
CARTESIAN COORDINATES (ANGSTROEM)
C (-0.5013, 0.5911, -1.5031)  0.24
Se (0.7314, -1.6848, 3.2629)  0.15
H (-0.0421, 1.5052, -1.1296)  0.01
H (-1.5279, 0.2836, -1.4115)  0.00
H (0.0943, -0.2137, -1.7982)  -0.03
H (1.2455, -0.4814, 2.5793)  -0.37

Force components x, y, z for each atom (eV/Å):
C -0.31 0.14 1.15
Se -0.04 0.34 -0.49
H -0.48 -0.19 -0.26
H -0.39 0.71 0.09
H 1.25 -0.84 -0.65
H -0.03 -0.17 0.16

HOMO energy (spin up / spin down)   -6.886 / -6.884 eV
Calculated total energy   -66441.9936 eV
ΔE to the lowest compared entry with this formula, charge and spin   520.76 kJ/mol